C7H15NS in the gas phase in a non-equilibrium geometry, computed with ωB97M-V with the def2-TZVPD basis set.

```
24
C7H15NS ωB97M-V with the def2-TZVPD basis set
C 2.61 -2.16 0.24
C -0.77 0.09 0.36
C 0.22 -0.89 0.54
C -4.11 0.42 -0.16
C 2.83 0.51 0.85
C 1.72 0.23 -1.65
C -2.91 0.99 0.59
N -1.95 -0.04 0.83
S 1.78 -0.73 -0.04
H 3.65 -2.09 -0.06
H 2.10 -3.01 -0.18
H -0.48 0.99 -0.21
H 0.05 -1.78 1.10
H -3.81 0.08 -1.15
H -4.52 -0.42 0.39
H -4.89 1.18 -0.27
H 2.27 1.43 0.95
H 3.06 0.10 1.82
H 3.74 0.68 0.28
H 1.47 1.26 -1.45
H 2.69 0.16 -2.12
H 0.96 -0.23 -2.27
H -3.25 1.36 1.57
H -2.49 1.85 0.03
```

Calculated values
**Structure (SMILES)**: C=S(C)(C)=C/C=N/CC
**HOMO-LUMO gap**: 7.76 eV

***

4 unconnected molecules or ions with the total composition H10NO3, computed with ωB97M-V with the def2-TZVPD basis set.

```
14
H10NO3 ωB97M-V with the def2-TZVPD basis set
N -0.64 0.31 0.19
H 0.13 0.84 0.62
H -1.28 1.06 -0.15
H -0.31 -0.17 -0.66
H -0.97 -0.46 0.81
H 2.54 1.88 1.25
H 1.37 2.82 1.47
O 1.58 1.94 1.13
H -1.45 -3.01 0.41
H -1.97 -2.76 1.83
O -1.53 -2.31 1.09
H 1.04 0.73 -2.72
H 0.71 -0.76 -2.99
O 0.78 -0.10 -2.29
```

Calculated values
**Multiplicity**: 2
**HOMO-LUMO gap (alpha / beta)**: 3.40 / 12.38 eV

***

Energy above the lowest of the compared OMol25 structures with the same formula, charge and spin readings, ordered: 310.03, 7.17 kJ/mol